{"formula": "C38H60Br2ClFN5O4P", "method": "the ωB97M-V functional and the def2-TZVPD basis", "homo_lumo_gap_ev": 9.3, "symbols": ["Br", "H", "H", "C", "H", "C", "C", "N", "O", "C", "F", "H", "H", "C", "C", "H", "H", "H", "H", "H", "C", "H", "C", "H", "H", "Cl", "H", "O", "C", "N", "H", "H", "H", "H", "C", "C", "H", "H", "N", "C", "C", "H", "C", "H", "C", "H", "H", "H", "C", "C", "H", "H", "H", "H", "C", "H", "C", "C", "H", "H", "C", "H", "H", "H", "H", "C", "H", "C", "H", "H", "C", "H", "H", "C", "C", "C", "H", "N", "N", "H", "C", "H", "H", "H", "C", "H", "H", "H", "O", "Br", "H", "C", "H", "H", "C", "H", "C", "H", "C", "C", "P", "C", "H", "C", "C", "O", "H", "H", "H", "H", "H", "C"], "positions_angstrom": [[-2.47, -2.19, 6.77], [-3.29, 5.35, 0.11], [-1.26, -0.65, -4.37], [1.76, 8.12, 0.29], [-1.03, -2.54, 2.29], [-2.66, 4.50, 0.36], [2.39, 8.81, 2.49], [-3.92, 0.50, 0.54], [-2.99, -1.38, -5.78], [-2.46, -2.67, -5.50], [0.26, -2.00, 0.89], [-3.80, 5.21, -3.42], [-4.62, -0.37, -6.44], [-0.57, -1.61, 1.96], [-1.70, -0.72, 1.43], [1.14, -0.53, 2.72], [-0.26, 0.28, -0.59], [1.70, 7.48, 4.03], [-3.82, 0.20, -0.42], [-4.96, 3.05, 0.43], [4.35, -4.98, -0.92], [-3.31, 2.20, 1.54], [0.51, -1.76, -3.87], [-0.65, 4.18, 0.00], [6.97, -8.35, 4.03], [-0.78, 4.27, -2.61], [-1.74, -2.96, -6.28], [-3.55, 5.08, -2.50], [-1.84, -2.73, -4.11], [2.02, -5.40, -1.29], [0.62, 6.30, 0.27], [2.91, 9.90, 0.71], [4.44, -5.62, 1.91], [-3.87, -3.17, 4.64], [4.06, -3.73, -0.40], [-3.07, 3.37, -0.59], [2.82, 0.25, -2.57], [1.17, 0.18, 0.46], [6.44, -5.20, 1.85], [1.73, 7.69, 2.97], [0.40, 0.85, 0.06], [2.22, -0.63, -4.58], [2.74, -3.32, -0.33], [-1.26, -3.65, -4.06], [7.91, -6.70, 3.01], [0.79, 2.88, -0.68], [-3.27, -3.40, -5.55], [-3.08, -2.40, 3.29], [2.41, 9.03, 1.12], [5.42, -5.95, 2.24], [0.85, -2.42, -3.07], [0.74, 0.27, -4.46], [-1.22, -1.23, -2.71], [0.30, 1.33, 2.14], [3.30, -5.77, -1.35], [-2.63, -1.13, 1.81], [7.66, -5.58, 2.23], [1.15, 1.87, -0.83], [-4.66, -1.80, 3.91], [0.02, 1.37, -2.58], [1.14, 7.03, 0.87], [2.21, 1.87, -0.55], [-3.67, 0.12, 3.04], [5.37, -5.33, -0.98], [2.46, -2.36, 0.07], [1.07, 1.43, -2.29], [1.54, 2.18, -2.94], [-2.87, 1.47, 0.87], [-0.98, 5.17, 1.25], [2.88, 9.49, 3.17], [-0.34, 1.45, 1.26], [-1.75, -0.90, 0.36], [0.71, -3.92, -0.75], [1.74, 0.08, -2.56], [-4.31, -1.40, -6.24], [-4.61, 3.29, -0.57], [-0.48, 2.52, 1.17], [1.11, 6.81, 2.18], [-1.27, 4.92, 0.31], [-2.96, 4.22, 1.39], [5.55, -7.09, 3.03], [1.50, -0.65, -1.78], [-5.03, 4.23, -0.89], [8.48, -4.95, 1.90], [-3.68, -2.21, 4.17], [-0.24, -0.61, 3.87], [-3.57, 1.59, 3.99], [-2.66, -2.85, -3.39], [-1.84, 1.17, 3.01], [-1.74, 1.03, 6.20], [-5.00, -1.82, -5.50], [1.76, -4.20, -0.79], [-4.94, 2.50, -1.24], [1.75, 8.26, -0.78], [-2.65, -0.04, 4.92], [-4.42, -1.96, -7.17], [-1.00, -1.50, -3.74], [0.78, -2.00, 3.56], [-3.00, 0.71, 3.67], [-1.67, 0.79, 1.64], [-2.74, 3.65, -2.43], [1.34, -0.48, -3.94], [3.49, -6.76, -1.76], [-2.94, -1.33, 5.15], [0.31, -1.13, 3.10], [-2.43, 2.12, -0.33], [4.86, -3.08, -0.05], [0.65, -2.32, -4.80], [4.68, -7.66, 3.32], [-4.83, 0.91, 0.66], [8.92, -6.96, 3.30], [6.83, -7.47, 3.42]]}

***

{"formula": "C38H60Ge2N5O7OsS", "method": "the ωB97M-V functional and the def2-TZVPD basis", "homo_lumo_gap_ev": [8.4, 5.6], "relative_energy_ev": 0.879, "total_charge": 3, "spin_multiplicity": 5, "symbols": ["O", "H", "H", "N", "H", "C", "O", "C", "H", "N", "H", "H", "O", "C", "H", "C", "C", "H", "C", "Ge", "H", "C", "H", "H", "H", "C", "C", "H", "C", "C", "H", "C", "H", "Ge", "C", "H", "N", "C", "H", "H", "H", "C", "O", "H", "H", "H", "C", "H", "C", "H", "H", "N", "H", "H", "H", "H", "O", "C", "H", "H", "H", "C", "H", "C", "C", "H", "C", "C", "H", "H", "H", "H", "H", "C", "H", "Os", "H", "O", "S", "H", "H", "C", "H", "C", "H", "C", "H", "H", "C", "H", "H", "H", "H", "H", "H", "H", "C", "C", "C", "H", "C", "C", "C", "O", "H", "H", "H", "C", "C", "H", "H", "C", "C", "N"], "positions_angstrom": [[-3.08, 5.30, 0.06], [-1.06, 7.99, 3.75], [-1.67, 3.90, 6.76], [-0.44, 3.93, 3.38], [-2.13, 7.01, 5.78], [-1.66, -2.34, 2.53], [-6.36, 0.30, -1.93], [-0.42, 7.60, 4.55], [-5.48, -0.60, 3.61], [-2.37, 4.36, -0.18], [-3.68, -0.95, 5.01], [0.78, 6.37, 3.24], [-1.20, 4.27, 0.20], [3.49, -0.21, 3.76], [-1.64, -2.11, 4.67], [2.35, 3.19, 6.44], [-3.16, -0.93, 1.29], [4.51, -0.21, 3.38], [2.71, -0.83, -1.54], [0.95, -1.36, -2.29], [1.50, -0.79, 3.16], [7.38, -0.82, 0.38], [-3.40, -2.87, 1.56], [-0.91, 2.63, -1.51], [0.41, 8.29, 4.64], [-3.71, 0.79, -1.93], [-2.88, 3.23, -0.94], [-5.25, -1.36, 1.02], [2.24, -1.33, -4.94], [2.49, 2.48, 0.94], [-1.18, -3.31, 2.43], [5.40, -1.56, -0.76], [0.25, 3.50, 8.25], [2.15, 0.50, 1.11], [3.23, -0.40, -0.35], [-4.88, 0.30, 1.52], [-2.67, -2.17, 1.46], [-4.62, 1.75, -1.54], [1.81, 1.64, 7.82], [-4.05, -0.18, -2.27], [-0.59, 7.11, 6.66], [-2.39, -2.21, 3.88], [-2.44, 0.05, 0.98], [-1.55, 5.63, 2.97], [1.97, 3.71, 5.55], [1.51, 2.94, 1.12], [-3.39, -1.04, 3.96], [-2.90, -0.10, 3.69], [5.30, 0.23, 0.91], [-0.60, 2.01, 7.88], [-0.71, -3.15, -1.84], [-0.99, 2.63, 5.23], [4.93, -2.23, -1.46], [3.29, 2.71, 6.16], [2.77, -1.64, 2.28], [-0.14, 3.88, 2.42], [-6.83, 2.29, -1.23], [1.18, -4.24, -1.85], [3.44, -1.07, -2.33], [7.33, -2.38, -1.11], [-1.17, 1.67, 5.51], [-1.19, 7.56, 5.87], [0.78, 5.85, 4.93], [-4.60, -0.74, 1.65], [-0.73, 3.53, 6.37], [3.25, 0.79, 4.13], [0.04, 2.78, 7.45], [2.48, -0.67, 2.70], [8.45, -0.92, 0.56], [-1.45, 8.57, 6.18], [1.16, -4.43, -2.93], [2.58, 3.94, 7.20], [-2.92, -3.14, 4.07], [6.75, -1.66, -0.55], [4.73, 0.96, 1.48], [-0.32, 0.81, 0.91], [2.22, -2.42, -5.01], [-0.24, 0.03, -1.22], [-0.32, 1.21, 3.18], [7.14, 0.76, 1.83], [4.56, 2.93, 1.47], [1.36, 2.16, 6.97], [3.45, -0.90, 4.60], [-4.70, -1.20, 3.14], [0.10, -1.09, -4.61], [-4.24, 2.97, -1.01], [0.30, -2.85, -0.41], [-1.63, 5.10, 4.65], [-2.35, 1.08, -1.83], [-4.97, 3.67, -0.64], [2.21, -0.94, -5.95], [-0.90, -1.56, 2.40], [3.45, 2.92, 2.86], [-5.03, -2.24, 3.19], [1.06, 0.32, -4.13], [3.20, -1.03, -4.51], [6.64, 0.13, 1.11], [-1.33, 0.01, -2.01], [-1.94, 2.33, -1.41], [2.70, 2.61, -0.13], [0.31, -3.03, -1.49], [0.15, 6.24, 4.13], [-0.96, 5.25, 3.80], [-1.47, -0.91, -2.79], [3.44, 4.25, 1.70], [-0.15, 4.38, 6.02], [2.21, -4.12, -1.54], [-0.62, 2.77, 3.97], [1.04, -0.77, -4.17], [1.16, 1.41, 6.20], [0.78, -5.13, -1.36], [4.63, -0.58, -0.06], [3.55, 3.17, 1.80], [-6.07, 1.42, -1.57]]}